Below is a gas-phase ion, C6H8N (charge +1), with properties calculated with ωB97M-V with the def2-TZVPD basis set.

The calculation puts the electronic energy at -7827.50466 eV. As for the net charge: +1. The value obtained for the lowest unoccupied orbital energy (spin up / spin down) is -4.64 / -8.27 eV. As for the gap between HOMO and LUMO (spin up / spin down): 6.393 / 7.216 eV. Its spin multiplicity is 3. The energy relative to the best compared isomer or geometry (same formula, charge and spin) comes out at 240.84 kJ/mol. Its maximum force is 9.31 eV/A. The highest occupied orbital energy (spin up / spin down) comes out at -11.03 / -15.49 eV.

Each atom is followed by the atoms it is bonded to, with distances in Å.
Cartesian coordinates (Å):
1 C 0.11 2.27 -0.13  N3 1.236, C11 1.395, H12 1.153
2 H 2.97 0.13 1.30  C8 1.035
3 N 1.13 1.57 -0.23  C1 1.236, C4 1.268
4 C 1.67 0.44 -0.39  N3 1.268, H5 1.133, C8 1.503
5 H 1.84 0.15 -1.48  C4 1.133
6 H 2.63 -1.30 0.45  C8 1.019
7 H -3.66 -0.15 0.46  C10 1.065
8 C 2.29 -0.38 0.71  H2 1.035, C4 1.503, H6 1.019, H15 1.144
9 C -1.74 0.51 -0.04  C10 1.454, C11 1.206
10 C -2.85 -0.42 -0.18  H7 1.065, C9 1.454, H13 1.096, H14 1.086
11 C -1.04 1.50 -0.04  C1 1.395, C9 1.206
12 H 0.22 3.42 -0.17  C1 1.153
13 H -2.51 -1.43 0.04  C10 1.096
14 H -3.18 -0.30 -1.21  C10 1.086
15 H 1.31 -0.40 1.29  C8 1.144